DFT (wB97M-V/def2-TZVPD) results for a cluster of 2 separate species, C3H9NS2 in total.

Summary:
SMILES ... C=CN.CSS
Gap between HOMO and LUMO ... 8.8 eV
Relative energy (zero: lowest compared OMol25 entry of this formula, charge and spin) ... 2.048 eV
E_HOMO ... -8.4 eV

Structure (ORCA input):
```
! wB97M-V def2-TZVPD RIJCOSX def2/J DEFGRID3
* xyz 0 1
H 2.442 -0.717 0.573
H -2.499 1.634 1.946
H -3.218 -1.277 4.234
S 0.942 1.134 -1.728
H 2.225 -2.169 -0.190
H 0.764 -1.186 -0.095
C 1.833 -1.177 -0.173
H -0.294 1.320 -2.307
H -2.403 0.508 0.653
C -2.617 -0.467 2.374
H -3.783 0.415 3.925
N -2.306 0.698 1.639
H -2.073 -1.337 2.026
C -3.222 -0.429 3.557
S 2.119 -0.392 -1.810
*
```

Charges per atom according to Löwdin partitioning, unit e: 0.0245 0.0773 0.0383 0.2235 0.0168 0.0080 -0.4354 -0.1693 0.0659 -0.2975 0.0413 0.0206 0.0950 -0.0374 0.3283